Entry 1:
The following is a quantum chemistry calculation of a molecular structure, C7H12O3Rh, from the OMol25 dataset.

Structure (XYZ):
```
23
Properties=species:S:1:pos:R:3
H 1.65301 0.82826 2.24759
H -0.54005 2.98303 -0.77403
C -0.24741 0.17245 1.55070
O -0.31625 -2.73425 -0.74490
H -0.45829 -0.71509 -1.18347
H 1.23733 -1.09277 0.67671
Rh -2.02148 -4.25651 -3.52911
H 1.71127 2.07575 -1.25010
H -1.32428 0.36636 1.62734
C 1.55217 2.79345 -0.44220
C 0.62018 1.13251 2.05243
O -1.85215 -2.64514 -2.39496
H -1.74599 -1.36394 -0.13298
C 0.15582 -1.05822 0.86541
H 0.22098 1.78851 2.83236
C 0.32561 3.28287 -0.17874
C -0.67245 -1.40823 -0.35969
H 0.70628 1.96434 0.91839
O -0.64150 -4.45492 -2.09461
H 2.44634 3.26705 -0.03100
C -0.95479 -3.27705 -1.77698
H -0.04854 -1.80929 1.66403
H 0.19420 4.16085 0.45783
```

Values from the calculation:
HOMO energy (spin up / spin down), Eh: -0.5047 / -0.6665
Spin multiplicity: 6
LUMO energy (spin up / spin down), eV: -8.1 / -11.0
Energy relative to the best compared isomer or geometry (same formula, charge and spin), kJ/mol: 0.0
Total charge: +2


Entry 2:
The following is a quantum chemistry calculation of a single C4H2N2S molecule, from the OMol25 dataset.

Structure (XYZ):
```
9
Properties=species:S:1:pos:R:3
H -0.54531 1.68749 1.71478
N 2.26163 1.18138 -1.47180
H 0.42526 -1.73472 -1.23759
S -1.86011 -0.44589 1.20595
C -0.48143 0.80771 0.98717
C -0.20274 -1.26112 -0.48580
C 1.34184 0.85712 -0.80713
N -1.25288 -1.52536 0.11243
C 0.31374 0.43339 -0.01801
```

Values from the calculation:
HOMO energy, Eh: -0.3552
LUMO energy, eV: -0.1
Energy relative to the best compared isomer or geometry (same formula, charge and spin), kJ/mol: 172.0


Entry 3:
The following is a quantum chemistry calculation of a molecular structure, C12H24ClIN4O2PRu, from the OMol25 dataset.

Structure (XYZ):
```
46
Properties=species:S:1:pos:R:3
C 4.61842 -0.86985 0.21931
H -0.73094 2.66143 1.29713
H 2.98189 0.83620 -2.42946
H 4.94424 -0.16926 -0.55685
H -5.23844 1.41175 0.48768
H -2.55165 3.77616 0.36798
H -4.60462 1.95076 2.70828
C 2.39104 -0.55599 -4.14596
H -1.31379 2.06379 -0.78605
C -0.05921 -1.18906 -0.47318
Cl 0.72400 -0.43154 3.04462
C -4.27437 0.89893 0.31622
N -1.45592 0.72930 0.84322
I 2.22974 -2.37675 -5.24031
H -4.25298 3.39456 0.94391
C -2.00461 1.28601 -0.42921
H -3.20378 1.07000 3.49526
H -0.93933 1.55951 2.72830
H -4.36108 0.08560 -0.41717
N -3.78314 0.35035 1.60512
H 4.40354 -2.65352 -1.56285
H -2.06300 -0.71242 2.27249
P 2.88574 -1.40471 -0.13377
H -2.61790 -1.04219 0.57968
Ru 0.54885 0.01049 0.75490
C 2.56776 -2.59724 1.18305
H 1.56037 -2.98855 1.02298
H 1.60101 -0.21071 -1.99253
H 2.60209 -2.05855 2.13342
O 2.94499 0.16691 -5.01220
C -1.35477 1.87926 1.76670
H -2.13813 0.48918 -1.17426
N -3.34412 1.91402 -0.24757
N -2.68589 2.51817 2.04625
H 4.71218 -0.40715 1.20748
H 5.27629 -1.74908 0.20611
O -0.70084 -1.85222 -1.21327
H 1.36614 1.14171 -2.94939
C -2.45619 -0.27311 1.35115
C 3.31624 -2.52968 -1.52947
C -3.23209 3.00852 0.76286
C -3.61212 1.47766 2.56025
C 2.08767 0.30439 -2.82327
H 3.33733 -3.36016 1.17582
H 2.85836 -3.51444 -1.50294
H 3.02101 -2.03846 -2.46044
```

Values from the calculation:
HOMO energy (spin up / spin down), Eh: -0.5047 / -0.5251
Spin multiplicity: 6
LUMO energy (spin up / spin down), eV: -8.3 / -11.3
Total charge: +2


Entry 4:
The following is a quantum chemistry calculation of 8 unconnected molecules or ions with the total composition H16O8, from the OMol25 dataset.

Structure (XYZ):
```
24
Properties=species:S:1:pos:R:3
H -0.88025 -2.51363 -0.06475
O -1.31725 -1.80363 0.37425
O -3.28125 0.30337 -1.06275
O 1.70875 -1.08762 0.54525
O 0.70675 -1.78263 -1.83175
O -0.46125 0.78137 0.18225
H 0.91675 3.48337 -0.57275
H 0.89375 -1.36563 -1.01275
H 2.33975 -0.36463 0.42725
H -2.20025 -1.87663 -0.03175
H -3.98425 -0.02363 -0.53675
H -2.61025 0.25537 -0.36375
O 1.90175 1.34237 -0.99775
H -0.60225 -0.15963 0.23425
H -0.38325 -0.05663 2.29725
O 0.24075 3.38038 0.05925
H -0.39725 2.75838 -0.22275
H -0.74225 -0.93163 3.28725
O 0.07575 -0.59262 2.89625
H 0.42975 0.85938 -0.18975
H 1.53075 -2.15763 -2.11175
H 1.80675 1.39037 -1.95875
H 1.53975 -1.02263 1.50225
H 2.76875 1.18437 -0.84775
```

Values from the calculation:
HOMO energy, Eh: -0.3890
LUMO energy, eV: 0.1
Energy relative to the best compared isomer or geometry (same formula, charge and spin), kJ/mol: 250.4


Entry 5:
The following is a quantum chemistry calculation of 7 unconnected molecules or ions with the total composition C37H104N17O6P5, from the OMol25 dataset.

Structure (XYZ):
```
169
Properties=species:S:1:pos:R:3
H 5.20218 -12.79681 23.55982
H 9.97026 -14.17188 18.80625
C 0.20588 -10.12421 20.63394
H 5.46854 -16.05786 24.94223
H -1.43876 -7.40121 20.11324
H 4.66628 -14.74172 14.14256
N 4.83230 -8.86674 21.29056
H 5.78238 -17.87211 18.41708
C -1.35009 -7.14297 19.08811
H 3.11481 -11.54166 20.71076
P -1.51087 -9.74611 18.55304
H 6.04355 -10.59564 21.52005
H 3.18998 -15.05794 15.17077
H -1.26961 -7.36414 16.48204
P 5.25668 -13.27704 26.24378
H 1.00614 -11.17519 18.73597
C 5.19870 -10.15104 13.55242
H -0.46544 -12.82015 17.10427
C 7.12997 -6.60772 20.98107
H 0.59902 -7.49797 17.01049
H 6.84236 -14.31600 20.47973
H -0.08117 -17.07012 17.31493
H 5.61237 -4.98611 19.30081
H 2.67068 -8.51353 19.65412
H 3.66461 -9.93618 11.50500
C 5.30735 -10.05301 22.09218
H 1.86723 -14.13163 18.65755
O 3.52794 -11.63233 15.57141
C -2.12903 -10.68299 21.05721
H 2.47392 -8.26401 17.90394
C 0.22194 -16.04302 17.27637
H 2.41497 -12.60489 19.53292
C 0.42700 -12.25535 14.45790
H 3.34366 -14.79880 17.84211
H 3.37219 -14.49500 12.13880
H -1.76871 -11.71506 21.34013
N 6.17778 -6.91562 19.95580
H -2.21147 -12.33802 17.24162
H -0.23415 -11.45292 14.90365
C 7.48359 -15.28341 20.58241
H 5.29562 -6.29172 18.18039
N -0.80233 -8.27871 18.29535
H 6.17870 -9.09121 17.19946
H 0.13149 -15.59491 16.26687
H 3.72789 -15.98909 24.44102
H -2.25298 -10.03808 21.99704
H 9.02511 -17.14502 20.63071
H -3.13905 -10.77842 20.66452
H 5.37513 -12.68044 20.42116
C 3.86904 -14.33760 14.71081
H 0.80300 -9.42589 19.98427
H 1.96909 -14.14991 16.87314
H 4.24987 -13.78188 15.58540
N 4.10016 -11.02979 13.14260
C -1.18363 -12.14866 17.63445
N 4.53450 -14.17069 25.03732
H -0.35555 -8.82186 16.35373
H 2.77864 -19.50060 17.33135
H 5.38258 -10.04958 27.30725
H -0.53423 -15.48517 17.87905
H 4.55748 -19.43274 17.45327
H 6.95456 -5.70624 18.32943
H 5.13203 -15.67170 28.34089
H 6.78302 -11.07993 26.72411
H 2.00909 -15.08594 12.99601
H 7.30673 -7.51675 21.59712
C 4.58523 -12.84199 19.73562
N 3.08499 -13.44561 13.88917
H 2.93329 -13.23379 21.09142
C 5.31809 -14.62287 28.47685
H 4.42909 -10.72967 22.25382
H 3.21904 -7.60362 21.69032
C 4.49053 -15.60797 25.17437
H 2.68493 -14.37788 28.31124
H 4.61667 -13.96996 19.52843
H 0.25298 -9.66366 21.64565
H 8.59962 -13.16101 19.39401
H 4.37829 -11.48516 10.99872
N 3.65790 -17.77269 18.15128
H 4.90365 -16.44077 19.11465
H 5.30615 -16.60489 17.34504
C 4.90583 -13.83578 23.64667
H 1.16336 -9.83606 17.70978
C 3.60491 -11.28223 25.41892
H 3.83647 -18.58158 16.08357
N 4.61036 -8.65368 18.56943
C 9.53693 -16.38470 20.04522
C -0.43572 -7.93451 16.98142
H 3.29099 -7.02547 18.84012
H 4.95200 -7.90418 16.67100
N 1.54270 -16.02481 17.84275
C 3.18367 -8.06637 18.75246
H 4.06144 -11.98758 17.82431
H 6.42712 -14.37309 28.27392
H 10.56075 -16.19323 20.48481
H 8.02539 -6.26668 20.56279
H 4.44414 -17.49621 20.63269
C 2.53512 -14.15354 12.76227
H -1.28550 -12.50286 18.65649
H 9.92853 -13.56916 20.52689
N -0.63775 -10.76587 17.57483
C 3.18024 -12.49016 20.27610
H -0.67909 -6.33648 18.93731
H 4.16099 -15.97815 26.08609
H 6.78251 -5.75562 21.58083
H 0.09530 -9.91925 13.71930
H 4.05736 -13.97602 22.95126
H 0.81443 -17.08907 21.42975
H 9.76418 -16.67598 19.09731
N 6.83729 -13.35867 17.16140
H 0.88030 -12.91073 15.22050
N -1.17949 -10.20560 20.11020
C 6.03815 -12.77396 17.74975
O 6.94466 -16.27626 20.99269
H 5.48212 -11.15500 18.70153
H 3.72268 -10.58451 24.60291
C 2.22218 -14.71268 17.83854
P 2.14408 -17.30879 18.62271
C 5.17400 -8.77115 17.26990
H -2.32532 -6.91039 18.69397
O -2.95074 -9.87489 18.36284
H 5.65373 -9.68496 23.07502
C 0.81305 -10.83669 17.70970
C 3.41384 -17.33840 21.02124
H 1.80294 -9.33746 14.17278
C 4.97916 -12.09199 18.41303
C 5.97834 -5.90522 18.88387
C 3.69415 -18.84150 17.18503
H 5.72274 -9.95772 25.69286
C 9.34128 -13.90260 19.66295
C 4.96295 -17.08178 18.26672
H 1.49666 -9.83446 12.53001
O 6.67412 -13.41389 26.39590
H 3.01901 -12.10607 25.12038
N 8.70108 -15.19736 20.01991
C 3.76033 -10.96208 11.76023
H 3.52766 -16.76185 21.90517
H 4.05571 -8.38834 23.11301
H 5.78018 -14.43043 23.37066
C 4.16626 -7.91476 22.12343
H 3.30207 -12.82829 28.85020
H 4.59482 -9.57015 16.77418
H -0.17924 -12.92070 13.79818
H 5.10647 -14.35597 29.55270
N 4.51317 -13.83269 27.61175
H 0.61223 -11.15761 20.77185
C 5.71870 -10.70902 26.50474
N 1.53088 -11.45457 13.87604
H 2.96899 -18.34224 21.25018
N 2.53195 -16.63505 20.15621
H 5.99015 -10.22298 12.89495
H 1.63365 -15.47707 21.57877
H 1.88729 -13.54817 12.20808
C 3.21206 -13.50102 28.03275
H 2.80301 -11.45215 11.66185
C 1.31453 -16.25299 20.86966
H 2.63213 -13.08326 27.24847
O 6.77717 -9.54511 19.70502
H 5.53007 -10.39850 14.54893
C 1.21649 -10.04562 13.55783
H 1.37348 -11.52904 17.01758
H 4.74436 -9.21863 13.52006
P 3.12081 -11.86734 14.17310
H 4.88137 -7.07033 22.29480
P 5.72831 -8.53035 19.86708
H 0.54904 -15.80606 20.21255
O 1.14159 -18.41644 18.47703
N 4.81283 -11.71954 26.04262
H 3.07697 -10.71923 26.27781
```

Values from the calculation:
HOMO energy, Eh: -0.3083
LUMO energy, eV: 0.3


Entry 6:
The following is a quantum chemistry calculation of a molecular structure, C8H22AsF8N3NiO6S2, from the OMol25 dataset.

Structure (XYZ):
```
51
Properties=species:S:1:pos:R:3
H -1.53251 2.30381 -1.24025
H 1.45790 2.37327 -1.99987
H 0.40455 0.19892 3.60225
H -0.98305 4.60722 -1.67869
C 0.40477 -4.08941 1.15529
C -0.52792 2.63173 -0.97311
H -0.33456 -2.23182 3.07801
H -0.84523 1.18018 3.01785
Ni -0.39390 0.05953 -0.08372
H 0.00988 -4.77555 0.40606
F 3.62219 0.86560 -0.79814
As 3.48719 0.20271 0.84173
F -2.85603 0.80842 1.28657
H 0.01423 2.42105 -3.03122
F 1.65299 0.32951 0.66473
H 0.75165 2.56126 0.34326
O -3.34014 -0.18507 -2.95510
F -1.82862 -1.78903 -2.25284
H 0.27957 -2.81312 -0.89926
H 0.57772 4.54551 -1.11538
S -3.09247 -0.99498 -1.75805
H -1.16786 -2.75413 0.92068
O 0.49120 0.65998 -1.92976
H 0.94058 -0.87957 -3.24982
C 0.12758 -1.84911 2.16802
S -3.66111 0.28446 0.03881
H -0.65839 2.55145 1.02459
C -0.08045 -2.68306 0.94454
H 0.08763 -4.53958 2.09597
F 5.29903 0.02925 0.90807
O -3.93408 -2.14503 -1.41477
H 1.48739 -2.23666 -0.18621
F 3.13659 -0.35707 2.47022
N 0.49635 -2.05818 -0.26430
F 3.71536 1.90148 1.43925
H -0.74856 4.64273 0.07315
O -4.30176 1.50055 -0.52302
H 1.20466 -1.82683 2.33393
O -0.48434 -0.52055 1.81774
H 1.48880 -4.18345 1.09090
C 1.38450 0.07880 -2.98047
H -1.31171 -0.29760 3.75552
N -0.13967 2.08904 0.29165
F 3.27299 -1.44563 0.04806
N -2.20767 -0.31500 -0.67192
C -0.41439 4.17732 -0.85412
C -0.55803 0.13156 3.09529
H 1.31729 0.59366 -3.93885
H 2.42581 -0.09080 -2.70658
C 0.42508 2.03864 -2.09685
O -4.56102 -0.70642 0.69015
```

Values from the calculation:
HOMO energy (spin up / spin down), Eh: -0.0697 / -0.2068
Spin multiplicity: 4
LUMO energy (spin up / spin down), eV: 2.1 / 2.0
Total charge: -1


no.,M (u)
1,247.08
2,110.14
3,550.75
4,144.12
5,1038.22
6,606.01